The following is a DFT calculation (ωB97M-V/def2-TZVPD) of one molecule with the formula C3H6N2O3 in a non-equilibrium geometry.

Structure (XYZ):
```
14
Properties=species:S:1:pos:R:3:forces:R:3:nbo_charge:R:1
C -0.9896 0.6789 1.9799 -0.088 0.115 4.303 -0.72
C -0.4868 0.7940 0.6412 4.318 -1.518 -1.256 0.36
C 0.7381 -2.2460 -0.4839 0.999 -2.392 -3.006 0.63
H -1.8580 0.0876 2.0860 -0.727 -1.527 -0.302 0.25
H -0.3593 0.4386 2.9665 -0.567 0.139 -2.727 0.25
H -1.4513 1.6041 2.2658 0.143 1.011 -0.099 0.25
H 0.7417 2.7241 0.6315 -3.287 -2.828 -2.236 0.42
H 0.3759 1.4299 -1.3688 -0.330 -0.464 -1.605 0.48
H 0.4790 -3.5139 -0.2999 0.634 4.005 0.154 0.14
N -0.2115 2.1115 0.2238 -0.621 1.880 -1.748 -0.43
N 0.0251 -0.1258 -0.1520 -0.786 1.506 2.035 -0.17
O -0.4946 1.8657 -1.3919 2.501 2.107 3.735 -0.54
O 0.0075 -1.4049 0.4161 1.142 -1.606 -2.118 -0.39
O 1.4629 -1.9648 -1.4750 -3.332 -0.426 4.870 -0.55
```
Positions in Å, forces in eV/Å.

Calculated values
DFT total energy   -12323.756 eV
Orbital gap   9.50 eV
SMILES   C/C(=N\OC=O)NO